Entry from OMol25: C51H118BN7O8 as an isolated structure (ωB97M-V with the def2-TZVPD basis set).

```
185
Properties=species:S:1:pos:R:3
B -1.387 -2.273 11.259
H 9.171 -7.970 6.971
H -1.093 -5.834 -11.691
H -4.905 -7.993 -8.476
H 0.307 -10.412 -3.073
C 5.973 5.548 -4.128
C 5.880 5.063 -2.688
O 5.146 5.539 -1.842
N 6.644 4.000 -2.359
H 9.083 -2.767 -6.191
H 7.448 3.821 -3.002
C 6.603 3.428 -0.933
H 5.202 5.031 -4.739
H 6.917 5.363 -4.596
H 5.727 6.666 -4.173
H 5.592 2.993 -0.814
H 6.726 4.241 -0.264
H 7.385 2.663 -0.694
C 1.117 -2.134 -3.569
C -0.403 -2.097 -3.473
O -1.020 -1.311 -4.250
N -1.062 -2.920 -2.632
H -0.470 -3.595 -2.204
H 6.244 -6.374 6.481
C -2.450 -2.959 -2.538
H 1.624 -1.164 -3.599
H 1.446 -2.578 -4.506
H 1.639 -2.586 -2.720
H -2.730 -3.612 -1.731
H -2.866 -3.343 -3.489
H -2.954 -2.015 -2.326
C 0.816 -1.877 12.738
C 0.629 -2.183 11.287
C 1.398 -1.073 10.403
N 2.318 -1.415 9.152
C 1.422 -1.185 7.949
C 2.192 -1.291 6.683
C 3.463 -0.348 6.655
C 4.315 -0.579 7.853
C 3.617 -0.543 9.173
C 2.867 -2.862 9.059
H 1.010 -0.841 13.071
H 1.749 -2.346 13.109
H 0.069 -2.283 13.445
H 0.495 -5.809 4.791
H 0.601 -3.278 11.006
H 2.246 -0.790 10.979
H 0.955 -0.151 10.139
H 0.975 -0.193 7.868
H 0.609 -1.941 8.094
H 1.512 -0.972 5.877
H 2.565 -2.243 6.530
H 3.087 0.692 6.571
H 3.885 -0.498 5.595
H 5.220 0.051 7.877
H 4.790 -1.602 7.663
H 3.257 0.468 9.482
H 4.229 -1.055 9.852
H 3.275 -3.206 10.015
H 3.688 -2.796 8.343
H 2.058 -3.455 8.684
C 2.102 1.157 -4.915
C 3.579 1.013 -5.319
C 3.592 0.841 -6.873
N 4.932 0.815 -7.577
C 4.607 0.434 -9.001
C 5.770 0.672 -9.990
C 6.259 2.055 -9.888
C 6.717 2.440 -8.415
C 5.564 2.173 -7.458
C 5.829 -0.168 -6.925
H 1.456 0.503 -5.497
H 1.653 2.153 -5.105
H 1.937 0.924 -3.861
H 3.915 0.092 -4.886
H 4.223 1.862 -5.033
H 2.940 1.517 -7.431
H 3.237 -0.209 -7.062
H 3.725 0.927 -9.318
H 4.280 -0.621 -9.027
H 5.488 0.404 -11.015
H 6.598 -0.004 -9.726
H 5.451 2.774 -10.161
H 7.104 2.216 -10.502
H 6.835 3.544 -8.355
H 7.537 1.851 -8.043
H 4.844 2.944 -7.652
H 5.711 2.295 -6.401
H 6.753 -0.312 -7.524
H 5.235 -1.091 -6.819
H 6.125 0.262 -5.984
C -6.722 -5.400 -7.887
C -7.511 -4.103 -7.702
C -6.457 -2.991 -7.817
N -7.048 -1.570 -7.657
C -7.763 -1.407 -6.347
C -6.827 -1.624 -5.174
C -5.563 -0.727 -5.256
C -4.824 -0.777 -6.554
C -5.881 -0.560 -7.705
C -7.941 -1.247 -8.789
H -6.581 -5.681 -8.957
H -7.237 -6.264 -7.530
H -5.728 -5.316 -7.474
H -7.998 -4.147 -6.766
H -8.220 -4.023 -8.505
H -6.029 -2.912 -8.808
H -5.789 -3.119 -7.019
H -8.523 -2.209 -6.478
H -8.183 -0.425 -6.398
H -6.494 -2.667 -5.148
H -7.466 -1.374 -4.293
H -4.792 -0.966 -4.462
H -5.975 0.344 -5.107
H -4.192 -1.647 -6.642
H -4.185 0.096 -6.515
H -5.402 -0.723 -8.688
H -6.253 0.468 -7.632
H -8.348 -0.232 -8.613
H -8.769 -1.928 -8.912
H -7.389 -1.241 -9.731
C -6.411 -0.291 6.325
C -7.414 -1.241 5.657
C -8.456 -1.350 6.809
N -9.670 -2.117 6.363
C -10.509 -1.337 5.322
C -10.530 -2.372 7.599
C -11.389 -3.555 7.175
C -10.567 -4.366 6.203
C -9.329 -3.534 5.853
H -6.955 0.564 6.665
H -5.695 -0.145 5.567
H -5.724 -0.604 7.164
H -6.890 -2.155 5.272
H -7.924 -0.836 4.809
H -8.853 -0.381 7.185
H -8.054 -1.781 7.683
H -10.546 -0.272 5.656
H -11.463 -1.792 5.379
H -10.159 -1.368 4.316
H -11.056 -1.482 7.722
H -9.888 -2.564 8.475
H -12.314 -3.285 6.825
H -11.820 -3.949 8.006
H -10.997 -4.785 5.360
H -10.440 -5.270 6.659
H -8.996 -3.512 4.857
H -8.515 -3.852 6.484
C 1.190 9.251 3.845
C 2.326 8.485 3.181
C 1.798 7.491 2.067
N 2.831 6.734 1.213
C 2.041 5.918 0.207
C 3.516 5.729 2.179
C 5.024 6.023 1.963
C 5.047 7.466 1.415
C 3.839 7.604 0.537
H 0.649 9.903 3.164
H 1.557 9.804 4.653
H 0.445 8.604 4.313
H 2.817 7.951 4.046
H 3.088 9.117 2.766
H 1.252 8.117 1.363
H 1.123 6.861 2.610
H 1.432 6.540 -0.411
H 1.402 5.209 0.736
H 2.725 5.510 -0.475
H 3.286 4.723 1.801
H 3.256 5.871 3.190
H 5.362 5.340 1.229
H 5.663 5.948 2.839
H 6.007 7.732 0.891
H 4.793 8.119 2.256
H 4.006 7.125 -0.421
H 3.492 8.608 0.488
O 7.340 -5.085 9.118
C 6.428 -5.234 8.176
O 5.471 -4.495 8.006
O 6.847 -6.151 7.255
H 7.610 -5.959 9.447
O 7.420 -3.145 -3.664
C 7.713 -2.992 -4.923
O 8.945 -2.522 -5.197
O 6.904 -3.099 -5.814
H 8.160 -3.381 -3.058
```

For the molar mass, the calculation gives 968.36 g mol⁻¹. The value obtained for the HOMO energy is -0.3575 Eh. As for the charge: +4. Its max |F| is 4.51 eV/Å. For the HOMO-LUMO gap, the calculation gives 1.09 eV. As for the total energy: -82225.2008 eV.

Löwdin atomic charge list, values in e, 5 entries: 0.388, -0.041, -0.115, -0.058, -0.146